No. 1
The following is a DFT calculation (the ωB97M-V functional and the def2-TZVPD basis) of C16H17N5O2S in the gas phase.

The geometry in XYZ format:
```
41
Properties=species:S:1:pos:R:3:forces:R:3
C -4.8400 -0.0825 2.5419 3.16 0.74 1.54
C -3.7241 -1.2146 2.2883 -3.94 -1.01 0.09
O -2.8632 -1.0473 1.1612 5.38 3.07 12.61
C -3.2628 -1.1536 0.0869 -3.44 -1.35 -12.40
O -4.3253 -1.6769 -0.1866 -0.23 0.31 -1.39
C -2.1056 -0.5647 -0.9885 -0.10 -3.64 4.14
C -2.2520 -1.1114 -2.3742 2.90 0.27 1.03
C -0.9912 -0.7660 -3.1694 -2.22 3.52 -2.87
S -2.1591 1.0880 -0.7886 -1.49 4.63 -0.09
C -0.6093 1.6805 -0.3359 4.58 1.61 -0.40
C -0.2616 3.1586 -0.2708 -4.34 -2.47 -0.76
C 0.8928 3.7428 -0.1606 4.23 -2.25 4.72
C 1.8367 2.6508 0.4340 0.52 3.10 -3.24
N 3.1662 2.7957 0.6465 -3.35 -1.15 0.99
N 3.5442 1.5527 0.7721 2.88 -4.15 -1.91
C 2.6746 0.5784 0.2144 1.93 3.31 4.46
C 2.8541 -0.8800 0.3449 3.66 0.71 -0.64
C 4.1468 -1.4997 0.5970 -1.90 13.12 1.76
C 4.3931 -2.6975 0.5610 -2.10 -10.59 -2.57
C 3.2862 -3.5546 -0.0462 2.42 3.06 1.85
N 2.1586 -2.9285 -0.3429 2.32 -13.28 -1.87
C 1.9948 -1.7750 -0.1482 -5.12 10.89 1.58
N 1.5326 1.3119 0.1842 2.77 2.68 -0.03
N 0.4539 0.9329 -0.3270 -5.89 -3.49 -1.14
H -5.6079 -0.2934 3.2648 0.21 -0.90 0.73
H -4.5017 0.9741 2.8084 0.21 -1.52 -0.41
H -5.3629 -0.0178 1.6916 -1.93 0.50 -3.48
H -3.1570 -1.2820 3.1857 0.87 -0.55 0.20
H -4.3224 -2.1611 1.9570 1.07 1.45 1.43
H -1.1927 -0.8426 -0.2786 -1.20 -0.12 -2.34
H -2.2192 -2.1378 -2.1696 -0.53 -1.88 -0.31
H -3.1520 -0.8158 -2.8423 -0.93 0.34 -0.41
H -1.0360 0.5630 -3.2246 0.96 -4.03 0.29
H -1.2553 -1.0357 -4.2604 0.89 0.31 1.53
H -0.0681 -1.2654 -2.8634 -0.18 0.59 0.16
H -1.1620 3.6232 -0.4193 -1.91 2.17 -0.49
H 1.1768 4.7736 0.1896 -0.64 -0.98 -1.32
H 4.9063 -0.7680 0.9709 -0.50 -0.66 -0.40
H 5.3433 -2.9796 0.8672 1.44 -1.42 0.31
H 3.4454 -4.5973 -0.1687 -0.31 -0.71 -0.37
H 0.9904 -1.3628 -0.2746 -0.14 -0.22 -0.57
```
Positions in Å, forces in eV/Å.

The relative energy (zero: lowest compared OMol25 entry of this formula, charge and spin) comes out at 988.5 kJ/mol. Its calculated total energy is -1441.99584 Eh. Its structure (SMILES) is CCOC(=O)[C@@H](CC)Sc1ccc2nnc(-c3cccnc3)n2n1. As for the multiplicity: 1. The calculation puts the lowest unoccupied orbital energy at -0.28 eV. Its HOMO energy is -8.302 eV.


No. 2
The following is a DFT calculation (the ωB97M-V functional and the def2-TZVPD basis) of C16H17N5O2SZr as an isolated structure.

The geometry in XYZ format:
```
42
Properties=species:S:1:pos:R:3:forces:R:3
Zr 0.1716 -0.4165 0.7953 -0.23 -0.53 0.75
N 0.4591 -1.8190 4.7689 0.03 -0.17 -0.06
C 0.6820 -1.1757 3.6201 0.13 0.12 0.10
S 1.0945 -2.2316 2.2200 0.07 0.26 0.17
N 0.6191 0.1363 3.6517 -0.09 0.08 -0.26
N 0.7860 0.7232 2.4019 0.17 -0.06 0.69
C 1.3225 1.8826 2.2498 0.28 0.16 -0.20
C 1.6461 2.4018 0.9254 -0.01 0.06 0.36
C 1.8825 3.7807 0.8190 -0.02 0.07 0.03
C 2.2884 4.3397 -0.3709 0.03 -0.05 -0.13
C 2.5059 3.5137 -1.4752 0.01 0.13 -0.01
C 2.3058 2.1460 -1.3952 0.04 0.12 -0.17
C 1.8699 1.5861 -0.2110 0.04 -0.45 0.22
O 1.6983 0.2234 -0.1437 0.92 0.87 -0.52
H 0.6423 -2.8052 4.8530 -0.02 0.07 0.00
H 0.3255 -1.2748 5.6081 0.00 -0.01 0.00
H 1.5968 2.4477 3.1374 -0.08 0.09 0.02
H 1.7389 4.4050 1.6938 0.02 -0.03 -0.04
H 2.4619 5.4043 -0.4388 0.01 -0.02 -0.02
H 2.8567 3.9422 -2.4055 -0.01 0.00 0.03
H 2.5121 1.4922 -2.2328 0.00 0.03 0.01
C -3.2234 -3.2086 1.0621 -0.03 0.04 -0.05
C -2.0611 -2.4783 0.4938 0.08 0.16 0.06
O -1.6692 -1.3863 0.9985 -0.73 -0.64 -0.23
N -1.4285 -2.9826 -0.5597 0.08 -0.26 -0.23
C -0.2865 -2.3840 -1.2840 -0.60 0.05 -0.06
C -0.6403 -1.0892 -1.9906 -0.19 -0.01 0.26
C -0.8062 -1.0181 -3.3504 -0.06 -0.06 -0.25
C -1.1960 0.1924 -3.9152 -0.02 -0.01 -0.12
C -1.4053 1.2885 -3.0988 -0.02 0.04 -0.08
C -1.1903 1.1513 -1.7414 0.05 -0.14 0.09
N -0.8196 -0.0142 -1.1964 -0.08 0.21 -0.60
H -3.3056 -2.9774 2.1201 -0.01 -0.01 0.02
H -3.1378 -4.2837 0.9154 -0.02 0.01 -0.01
H -4.1304 -2.8576 0.5625 0.00 -0.01 0.03
H -1.7719 -3.8671 -0.9104 0.05 0.06 -0.01
H 0.0348 -3.1089 -2.0247 0.06 -0.10 0.00
H 0.5897 -2.2888 -0.6282 0.12 -0.15 0.14
H -0.6422 -1.8925 -3.9671 -0.01 0.03 0.00
H -1.3394 0.2707 -4.9856 0.01 -0.01 0.03
H -1.7200 2.2413 -3.5009 0.01 -0.02 0.00
H -1.3167 1.9909 -1.0704 0.01 0.04 0.05
```
Positions in Å, forces in eV/Å.

The relative energy (zero: lowest compared OMol25 entry of this formula, charge and spin) comes out at 126.7 kJ/mol. Its calculated total energy is -1488.99949 Eh. The charge is +2. As for the multiplicity: 1. The calculation puts the lowest unoccupied orbital energy at -7.37 eV. Its HOMO energy is -14.629 eV.


No. 3
The following is a DFT calculation (the ωB97M-V functional and the def2-TZVPD basis) of a 2-piece molecular cluster, C16H17NO overall.

The geometry in XYZ format:
```
35
Properties=species:S:1:pos:R:3:forces:R:3
C -2.1421 -3.4164 4.1424 -0.09 0.25 -0.77
C -0.9890 -2.6842 3.5439 0.22 -0.38 -1.32
C 0.3252 -3.0778 3.6085 -1.40 1.02 0.47
N 1.0865 -2.2019 2.8558 1.16 -0.80 0.02
C 0.2917 -1.3195 2.2048 -1.23 -0.75 -1.13
C 0.5643 -0.4343 1.1593 0.18 0.90 0.48
C -0.4323 0.4756 0.8994 -1.16 0.84 -0.37
C -1.7264 0.3814 1.4278 0.12 -0.82 0.94
C -2.0600 -0.6817 2.2670 -0.20 0.33 -1.26
C -1.0694 -1.6034 2.5736 1.52 0.42 1.69
H -1.7699 -4.4166 4.3588 -0.47 0.02 0.71
H -2.9550 -3.5256 3.4115 0.28 -0.07 -0.07
H -2.6043 -2.8487 4.9434 0.16 -0.35 0.61
H 0.6982 -3.7890 4.3273 0.48 -0.10 -0.31
H 2.0605 -2.3486 2.6357 -0.22 0.07 0.08
H 1.5000 -0.2999 0.6290 0.23 -0.25 0.41
H -0.3204 1.3609 0.2812 0.64 -0.37 -0.30
H -2.4531 1.1490 1.2217 -0.11 0.08 -0.17
H -3.0907 -0.8272 2.5508 -0.09 -0.02 0.32
C 0.3094 4.6168 -2.9206 0.37 0.29 0.48
C 0.6197 3.1426 -2.9175 -0.78 -0.33 -0.64
C -0.3895 2.2765 -2.4816 0.80 0.44 0.01
C -0.2353 0.8983 -2.5990 0.61 0.79 1.41
C 0.9430 0.4399 -3.1360 1.34 -0.92 0.27
O 1.1643 -0.9276 -3.0366 -0.49 -0.33 -0.37
C 1.9544 1.2526 -3.6800 -1.77 0.17 -0.14
C 1.7586 2.6189 -3.5472 -0.66 0.52 -0.53
H -0.5739 4.8637 -3.5129 0.21 -0.10 -0.23
H 1.1639 5.2223 -3.2299 -0.12 -0.08 -0.24
H 0.0724 4.9613 -1.9161 -0.03 -0.03 0.25
H -1.2211 2.7468 -1.9670 -0.23 -0.35 -0.08
H -0.7549 0.2469 -1.9058 -0.54 -0.25 -0.68
H 1.9863 -1.1436 -2.5896 0.12 0.36 -0.14
H 2.6232 0.8014 -4.3957 0.63 0.06 0.37
H 2.3311 3.3553 -4.1018 0.53 -0.25 0.21
```
Positions in Å, forces in eV/Å.

The relative energy (zero: lowest compared OMol25 entry of this formula, charge and spin) comes out at 124.8 kJ/mol. Its calculated total energy is -749.85277 Eh. Its structure (SMILES) is Cc1c[nH]c2ccccc12.Cc1ccc(O)cc1. As for the multiplicity: 1. The calculation puts the lowest unoccupied orbital energy at 0.69 eV. Its HOMO energy is -7.836 eV.


No. 4
The following is a DFT calculation (the ωB97M-V functional and the def2-TZVPD basis) of a 2-piece molecular cluster, C16H17NO overall.

The geometry in XYZ format:
```
35
Properties=species:S:1:pos:R:3:forces:R:3
C -0.4050 1.5472 -4.4327 0.31 -0.10 -0.93
C 0.0462 2.2522 -3.1978 -1.04 0.30 -0.30
C -0.1040 3.5910 -3.0401 0.31 0.78 0.42
N 0.4063 3.9822 -1.8138 -0.06 -0.11 0.34
C 0.8417 2.8705 -1.1568 0.12 -0.26 0.35
C 1.4781 2.7486 0.0812 -0.33 -0.28 0.58
C 1.9454 1.5071 0.4524 -0.31 -0.51 -0.01
C 1.7519 0.3761 -0.3677 0.39 0.19 -0.69
C 1.1473 0.5095 -1.5939 -1.35 0.43 -0.07
C 0.6008 1.7549 -1.9718 1.28 -0.17 -0.35
H 0.2505 1.7697 -5.2841 0.33 -0.23 0.24
H -1.3638 1.8805 -4.8401 -0.20 -0.03 0.61
H -0.4365 0.4680 -4.3265 -0.04 -0.13 0.09
H -0.4592 4.3546 -3.7156 -0.14 -0.19 -0.07
H 0.3448 4.8653 -1.3426 -0.14 0.23 -0.40
H 1.4642 3.5300 0.8311 0.33 0.32 -0.29
H 2.4052 1.3564 1.4198 0.04 0.16 0.05
H 2.1342 -0.6002 -0.1209 0.08 -0.06 0.42
H 0.9018 -0.3214 -2.2378 0.40 -0.37 0.03
C 0.0001 -1.6644 4.5000 1.74 0.86 -0.34
C -0.4276 -2.0666 3.1220 -1.42 -0.20 0.57
C -0.6335 -1.1587 2.0953 0.65 0.47 -0.80
C -1.1672 -1.5453 0.8675 0.35 -0.27 1.44
C -1.4201 -2.8875 0.6878 0.07 -0.85 -1.62
O -1.7581 -3.2555 -0.6122 -0.07 0.23 0.50
C -1.2360 -3.8528 1.6684 0.18 1.42 -0.01
C -0.8711 -3.3624 2.9194 0.00 -0.96 -0.04
H -0.2669 -0.6312 4.7347 -0.59 -0.29 0.25
H 1.1025 -1.5852 4.5358 -0.14 -0.26 -0.12
H -0.2317 -2.3886 5.2695 -0.50 0.06 0.12
H -0.2650 -0.1398 2.1866 -0.30 0.03 0.18
H -1.3564 -0.8508 0.0824 0.04 0.35 -0.45
H -2.1673 -4.1206 -0.5746 -0.06 -0.24 -0.11
H -1.2664 -4.9004 1.4152 -0.46 -0.18 0.23
H -0.9854 -4.0325 3.7600 0.56 -0.15 0.17
```
Positions in Å, forces in eV/Å.

The relative energy (zero: lowest compared OMol25 entry of this formula, charge and spin) comes out at 70.5 kJ/mol. Its calculated total energy is -749.87343 Eh. Its structure (SMILES) is Cc1c[nH]c2ccccc12.Cc1ccc(O)cc1. As for the multiplicity: 1. The calculation puts the lowest unoccupied orbital energy at 0.91 eV. Its HOMO energy is -7.785 eV.


No. 5
The following is a DFT calculation (the ωB97M-V functional and the def2-TZVPD basis) of a 2-piece molecular cluster, C16H17NO overall.

The geometry in XYZ format:
```
35
Properties=species:S:1:pos:R:3:forces:R:3
C 1.0328 -4.5793 0.9931 -1.18 -1.57 0.57
C -0.0767 -3.5815 0.9876 1.88 -2.93 1.09
C -1.2505 -3.6819 0.3078 0.82 0.71 -1.63
N -1.7620 -2.3825 0.2608 -1.58 1.08 1.80
C -1.0724 -1.6670 1.2588 1.41 2.66 1.61
C -1.1456 -0.2563 1.7901 -3.49 -3.55 -4.12
C -0.2253 0.2644 2.6081 1.37 -2.77 -0.27
C 0.9439 -0.4991 3.0337 -0.82 2.90 0.89
C 0.9830 -1.7659 2.6009 2.00 -3.02 -0.20
C 0.0414 -2.4119 1.7472 -2.68 2.72 -1.53
H 0.6396 -5.5805 1.1919 -0.14 -0.20 -0.69
H 1.7217 -4.5432 1.8000 0.61 0.93 0.94
H 1.6201 -4.5749 0.1119 0.41 -0.07 -1.09
H -1.5565 -4.4483 -0.4343 0.20 0.70 0.81
H -2.7490 -2.1491 -0.0051 1.57 -0.38 0.48
H -2.0748 0.1906 1.2819 1.59 0.46 1.48
H -0.4520 1.2097 2.8681 0.00 3.27 1.31
H 1.7177 0.0559 3.7187 -1.49 -1.61 -1.48
H 1.8406 -2.4281 2.8572 -0.47 0.71 0.03
C 2.5330 2.2011 -1.7896 0.86 2.67 -1.46
C 1.0520 2.4348 -1.7510 -0.69 0.97 0.31
C 0.2297 2.3033 -0.5389 0.57 0.72 -4.08
C -1.1246 2.6194 -0.7316 -0.10 -0.16 1.08
C -1.6926 3.0238 -1.9411 -0.15 0.09 -2.13
O -3.0778 3.2775 -2.1335 3.02 0.40 -1.57
C -0.8973 3.1735 -3.1081 2.97 -1.37 4.16
C 0.5150 2.9225 -2.9843 -3.40 -0.40 3.36
H 3.2379 3.1182 -2.0554 -1.85 -1.33 0.50
H 2.7944 1.5005 -2.5420 0.12 -0.89 -0.69
H 2.9030 1.8704 -0.8943 0.88 -1.03 2.37
H 0.6417 2.0033 0.4184 -0.10 -0.02 -0.21
H -1.7431 2.5589 0.1693 -0.16 0.04 -0.37
H -3.4775 3.0134 -1.3551 -1.63 -0.73 2.48
H -1.2065 3.5290 -4.0043 -1.52 1.02 -2.39
H 1.1367 3.2794 -3.7369 1.18 -0.02 -1.37
```
Positions in Å, forces in eV/Å.

The relative energy (zero: lowest compared OMol25 entry of this formula, charge and spin) comes out at 295.6 kJ/mol. Its calculated total energy is -749.78771 Eh. Its structure (SMILES) is Cc1c[nH]c2ccccc12.Cc1ccc(O)cc1. As for the multiplicity: 1. The calculation puts the lowest unoccupied orbital energy at 0.69 eV. Its HOMO energy is -8.047 eV.


No. 6
The following is a DFT calculation (the ωB97M-V functional and the def2-TZVPD basis) of a 2-piece molecular cluster, C16H17NO overall.

The geometry in XYZ format:
```
35
Properties=species:S:1:pos:R:3:forces:R:3
C 1.9579 -1.7893 1.2446 0.94 0.01 0.68
C -0.7846 -0.9767 3.6238 0.55 1.12 0.38
C 0.3367 -0.5514 2.8619 0.69 -0.98 0.42
C 0.8261 -1.7057 2.1674 -0.93 1.34 -0.09
C -0.1164 -2.7146 2.4437 -0.72 -1.07 0.86
C -1.3720 -0.1716 4.5562 -0.81 -0.42 -0.33
C -0.9260 1.1557 4.6550 0.68 -0.54 0.46
C 0.2025 1.5613 3.9657 0.01 0.39 -1.00
C 0.8935 0.7209 3.0709 -1.52 0.66 0.33
N -1.0639 -2.3128 3.3205 1.44 0.02 -0.50
H -2.2249 -0.5612 5.0983 0.02 0.27 0.24
H -1.3650 1.8469 5.3609 -0.29 -0.05 -0.13
H -1.4177 -2.9389 4.0287 -0.59 -0.18 -0.29
H 0.4085 2.6238 3.9947 0.55 -0.13 0.18
H -0.1333 -3.7484 2.1332 0.25 0.01 -0.18
H 1.6894 1.1313 2.4769 0.38 -0.17 -0.04
H 1.9353 -0.9370 0.5617 -0.19 -0.52 -0.55
H 2.0515 -2.7989 0.8620 -0.17 0.19 -0.82
H 2.9234 -1.6365 1.7515 -0.28 0.06 0.34
C 0.4983 2.8333 -2.3483 -0.02 0.74 -1.21
C 0.5568 -0.5986 -4.0024 0.83 0.59 -0.62
C -0.6818 -0.6226 -4.6237 -0.88 -1.41 0.77
C 0.9675 0.5656 -3.3730 -0.51 0.43 1.30
C 0.0945 1.6451 -3.1687 -0.17 -0.91 -0.24
C -1.5813 0.3957 -4.4154 0.11 1.94 -0.44
C -1.1466 1.5696 -3.7915 0.18 -0.19 0.56
O -1.0735 -1.7939 -5.2467 1.20 0.38 0.05
H 1.2276 -1.4405 -4.1089 -0.06 -0.05 -0.02
H 1.9027 0.6808 -2.8288 0.23 -0.55 -0.41
H -2.5787 0.4677 -4.8352 0.08 -0.61 -0.21
H -2.0048 -1.8876 -5.1163 -0.95 -0.12 -0.13
H 0.4619 2.8206 -1.2650 0.02 -0.77 0.23
H -0.2030 3.6293 -2.6171 0.40 0.27 -0.03
H -1.7734 2.4529 -3.7626 -0.31 -0.19 0.10
H 1.5128 3.0857 -2.6737 -0.13 0.44 0.32
```
Positions in Å, forces in eV/Å.

The relative energy (zero: lowest compared OMol25 entry of this formula, charge and spin) comes out at 51.7 kJ/mol. Its calculated total energy is -749.59082 Eh. The expectation value of S² is 0.77. The charge is +1. As for the multiplicity: 2. The calculation puts the lowest unoccupied orbital energy (alpha / beta) at -3.79 / -7.14 eV. Its HOMO energy (alpha / beta) is -10.384 / -10.384 eV.


> Among the records above, which one has the highest calculated total energy?

number 6